Entry 1:
Here is a 13-piece molecular cluster, BF4H24O12 overall at a distorted geometry from the OMol25 dataset. Energies are from ωB97M-V/def2-TZVPD.

Geometry as XYZ:
```
41
Properties=species:S:1:pos:R:3
B 25.9376 0.7338 -22.2776
F 24.8511 -0.0422 -22.6262
F 25.7483 1.4170 -21.0542
F 26.9928 -0.1639 -22.0690
F 26.1444 1.6698 -23.2725
O 24.1721 3.5226 -22.1285
H 24.6645 3.1033 -22.7892
H 23.2737 3.2202 -22.4097
O 22.6086 -1.0989 -20.6624
H 22.8267 -1.0980 -21.6148
H 21.7500 -0.7088 -20.6305
O 23.4174 -2.9479 -23.4324
H 23.6265 -2.9254 -24.3581
H 24.2035 -2.8791 -22.8901
O 27.8278 1.7424 -19.0427
H 27.3143 1.3699 -19.7867
H 27.8932 2.6470 -19.2656
O 26.2929 4.1141 -20.5537
H 26.2714 3.5110 -21.2970
H 25.4128 4.3476 -20.3754
O 23.4511 2.3515 -19.7465
H 23.8540 2.5004 -20.6266
H 22.6190 1.8515 -19.8470
O 27.3897 -1.6859 -19.5903
H 26.5455 -1.3307 -19.4257
H 27.6438 -1.1819 -20.3377
O 25.3394 2.5887 -17.6999
H 26.0195 2.3064 -18.2979
H 24.5021 2.5061 -18.1843
O 24.7314 -0.3469 -19.3770
H 23.8998 -0.4351 -19.7944
H 25.1790 0.4121 -19.7194
O 23.0940 1.0662 -24.4165
H 23.8476 0.6506 -23.9801
H 23.2704 1.9409 -24.6600
O 21.7094 -0.8876 -23.1809
H 22.2415 -1.6191 -23.4297
H 22.0539 -0.1408 -23.6796
O 25.6985 -2.9056 -22.0398
H 25.7758 -3.1567 -21.1063
H 25.9195 -2.0231 -22.1810
```

Total energy (eV): -36516.63832
Net charge: -1
Molar mass (g/mol): 303.0
Kohn-Sham gap (eV): 9.4
Energy above the lowest of the compared OMol25 structures with the same formula, charge and spin (kJ/mol): 62.9
E_LUMO (eV): 2.28
Max |F| (Eh/bohr): 0.0620
E_HOMO (Ha): -0.26229

Atomic partial charges in e from the Mulliken method, atoms 1 to 6: B 0.29; F -0.18; F 0.30; F -0.49; F -0.39; O -0.71

Entry 2:
Here is one molecule with the formula C4H11NO2 at a distorted geometry from the OMol25 dataset. Energies are from ωB97M-V/def2-TZVPD.

Geometry as XYZ:
```
18
Properties=species:S:1:pos:R:3
O -1.5327 0.3488 -2.1903
C -0.8526 1.4669 -1.6390
C 0.2091 1.0649 -0.6348
C -0.3742 0.6170 0.7128
N -0.2415 -0.8193 0.9811
C 0.8832 -1.2090 1.8057
O 2.0315 -1.4532 0.9955
H -1.9263 -0.1664 -1.4739
H -0.3819 1.9368 -2.5005
H -1.5273 2.1980 -1.1803
H 0.8504 1.9257 -0.4616
H 0.8372 0.3066 -1.0919
H -1.4423 0.8250 0.6970
H 0.1476 1.1412 1.5170
H -1.1055 -1.2079 1.3236
H 0.6078 -2.1066 2.3339
H 1.1961 -0.3918 2.4549
H 1.6640 -1.6781 0.1342
```

Total energy (eV): -9910.66701
Net charge: 0
Molar mass (g/mol): 105.1
Kohn-Sham gap (eV): 10.3
Energy above the lowest of the compared OMol25 structures with the same formula, charge and spin (kJ/mol): 152.0
E_LUMO (eV): 0.83
SMILES string: OCCCNCO
Max |F| (Eh/bohr): 0.0236
E_HOMO (Ha): -0.34935

Atomic partial charges in e from the Mulliken method, atoms 1 to 6: O -0.52; C -0.61; C -0.43; C -0.65; N -0.36; C -0.36

Entry 3:
Here is a 4-piece molecular cluster, C34H62BClINO10PS3 overall at a distorted geometry from the OMol25 dataset. Energies are from ωB97M-V/def2-TZVPD.

Geometry as XYZ:
```
114
Properties=species:S:1:pos:R:3
C 4.9375 3.4918 0.4668
C 5.2754 3.1574 -1.0014
C 4.9906 1.7028 -1.4006
C 3.6921 1.5449 -2.1847
C 3.3527 0.1109 -2.6045
C 2.7644 -0.7539 -1.4899
C 1.3005 -0.4272 -1.1624
C 0.9460 -0.9078 0.2531
C -0.2927 -0.2473 0.8597
C -0.1988 1.1862 1.3745
I 1.8164 2.0271 1.3106
O -0.5464 1.1361 2.7562
C -0.9267 2.3649 3.3160
C -2.2162 2.9626 2.7021
C -2.1121 4.4850 2.6308
C -3.2876 5.0598 1.8853
C -3.0785 5.5770 0.5990
C -4.1205 6.0874 -0.1740
C -5.4237 6.0820 0.3288
C -6.5470 6.6057 -0.5238
C -5.6269 5.5768 1.6142
C -4.5867 5.0657 2.3902
N -2.4391 2.3733 1.3571
P -3.4081 0.7788 1.3206
O -4.8793 1.4116 1.1328
Cl -3.4130 0.1372 3.2557
C -1.0957 2.2266 0.6631
C -1.3155 2.0207 -0.8468
B -0.8863 3.3040 -1.6994
O -1.8180 4.1982 -2.1781
O 0.4156 3.5292 -1.9965
H 3.9763 4.0101 0.5148
H 5.6518 4.1738 0.9178
H 4.8197 2.5980 1.0771
H 6.3302 3.3806 -1.1406
H 4.7041 3.8379 -1.6308
H 5.7913 1.4093 -2.0719
H 5.0380 1.0520 -0.5248
H 2.8587 2.0200 -1.6604
H 3.8200 2.1208 -3.1040
H 2.6100 0.1766 -3.4046
H 4.2413 -0.3732 -3.0252
H 2.8830 -1.8025 -1.7569
H 3.3696 -0.5998 -0.5904
H 0.6492 -0.9462 -1.8581
H 1.2144 0.6565 -1.2545
H 1.8103 -0.9227 0.9122
H 0.6629 -1.9556 0.1294
H -1.0876 -0.3685 0.1262
H -0.5957 -0.8612 1.7078
H -0.1334 3.1165 3.2946
H -1.1394 2.1781 4.3648
H -3.0377 2.7492 3.3800
H -2.1379 4.8385 3.6618
H -1.1693 4.8067 2.1948
H -2.0768 5.5774 0.1870
H -3.8836 6.4585 -1.1603
H -6.6783 5.9307 -1.3678
H -7.4649 6.6989 0.0445
H -6.2649 7.5591 -0.9617
H -6.6386 5.5661 1.9964
H -4.7861 4.6682 3.3774
H -2.9856 3.0040 0.7575
H -5.0794 2.0990 1.7911
H -0.6110 3.1922 0.7782
H -2.3644 1.8304 -1.0892
H -0.7558 1.1819 -1.2526
H -2.7038 3.9955 -1.8673
H 0.5543 4.4465 -2.2594
C -5.3442 -5.3268 3.6104
C -5.5508 -3.8388 3.9261
C -4.1728 -3.2446 4.2446
S -2.9782 -4.2282 3.3332
O -2.1354 -4.9235 4.2676
O -2.4122 -3.4270 2.2709
C -4.1604 -5.3857 2.6491
H -6.2337 -5.7749 3.1717
H -5.1089 -5.8721 4.5264
H -5.9770 -3.3394 3.0532
H -6.2402 -3.6917 4.7555
H -4.0751 -2.2138 3.9182
H -3.9347 -3.3264 5.3034
H -3.7008 -6.3690 2.5782
H -4.4394 -5.0279 1.6575
C 7.8696 -3.3725 -0.9211
C 8.6362 -3.4552 -2.2485
C 7.6795 -3.0018 -3.3593
S 6.5241 -1.8607 -2.5872
O 5.2136 -2.4578 -2.6255
O 6.7693 -0.5326 -3.0838
C 7.1709 -2.0162 -0.9263
H 8.5324 -3.4743 -0.0635
H 7.1283 -4.1729 -0.8712
H 9.5006 -2.7896 -2.2118
H 9.0065 -4.4610 -2.4386
H 8.1955 -2.4857 -4.1646
H 7.1030 -3.8329 -3.7605
H 6.3534 -1.9414 -0.2124
H 7.8802 -1.2033 -0.7725
C -1.2925 -5.9433 -1.6960
C -0.4310 -5.7080 -2.9441
C -0.9922 -4.4741 -3.6621
S -1.7521 -3.4594 -2.3883
O -3.1722 -3.3950 -2.6245
O -0.9758 -2.2545 -2.2019
C -1.4427 -4.5793 -1.0291
H -0.8380 -6.6669 -1.0211
H -2.2732 -6.3249 -1.9895
H 0.6016 -5.5216 -2.6433
H -0.4281 -6.5745 -3.6030
H -0.2165 -3.8946 -4.1563
H -1.7687 -4.7384 -4.3772
H -2.2640 -4.5210 -0.3224
H -0.5164 -4.2677 -0.5477
```

Total energy (eV): -121320.62729
Net charge: +1
Molar mass (g/mol): 945.2
Kohn-Sham gap (eV): 9.1
E_LUMO (eV): -2.38
Max |F| (Eh/bohr): 0.0318
E_HOMO (Ha): -0.42347

Atomic partial charges in e from the Mulliken method, atoms 1 to 6: C -0.92; C -0.71; C -0.13; C -0.31; C -1.07; C -1.09

Entry 4:
Here is an isolated ion of composition C12H17IN and charge +1 at a distorted geometry from the OMol25 dataset. Energies are from ωB97M-V/def2-TZVPD.

Geometry as XYZ:
```
31
Properties=species:S:1:pos:R:3
C -2.1124 -0.9499 -0.9983
C -0.6181 -1.1907 -0.6331
C 0.2103 0.0562 -0.3352
C 0.4100 0.4559 0.9149
I 1.6100 2.1983 1.2149
N -0.0137 -0.1558 2.1432
C -1.0278 0.7060 2.9152
C 1.0658 -0.5152 3.1600
C 0.7276 0.6101 -1.5900
C 2.0870 0.3572 -1.9412
C 2.5884 1.0457 -3.0232
C 1.9037 1.8205 -4.0389
C 0.4821 1.8869 -3.7325
C -0.0251 1.3811 -2.5068
H -2.1410 -0.1945 -1.8248
H -2.5774 -1.8224 -1.5361
H -2.7870 -0.6410 -0.2478
H -0.4545 -2.0389 -0.0152
H -0.3570 -1.5825 -1.6495
H -0.5494 -1.1111 1.9656
H -1.1424 0.1645 3.8582
H -0.5495 1.7262 3.0572
H -1.9245 0.8896 2.4020
H 1.2190 0.3812 3.6430
H 0.6815 -1.0594 3.9994
H 1.8738 -0.9872 2.6329
H 2.6905 -0.3584 -1.3829
H 3.5428 0.7380 -3.2819
H 2.3952 2.0531 -5.0087
H -0.0194 2.5880 -4.3818
H -1.0288 1.5424 -2.3936
```

Total energy (eV): -22301.26584
Net charge: +1
Molar mass (g/mol): 302.2
Kohn-Sham gap (eV): 8.9
E_LUMO (eV): -3.07
SMILES string: CC/C(=C(/I)[NH+](C)C)c1ccccc1
Max |F| (Eh/bohr): 0.0841
E_HOMO (Ha): -0.43925

Atomic partial charges in e from the Mulliken method, atoms 1 to 6: C -1.02; C -1.04; C 0.74; C -0.40; I 0.22; N -0.02

Entry 5:
Here is a 2-piece molecular cluster, C7H16N3 overall at a distorted geometry from the OMol25 dataset. Energies are from ωB97M-V/def2-TZVPD.

Geometry as XYZ:
```
26
Properties=species:S:1:pos:R:3
C 3.4566 1.4899 -0.2491
C 2.4591 -0.3538 0.2675
C 2.9637 0.3896 -0.8065
C 1.4504 -2.1832 1.3886
C 1.6328 -2.0930 -0.9958
C -1.3409 1.2857 -0.6698
C -3.6424 1.7546 0.0997
N 4.0695 2.2437 0.4371
N 1.8869 -1.5611 0.2703
N -2.3286 1.2129 0.3639
H 2.3775 0.1617 1.2536
H 3.0041 0.1370 -1.8267
H 1.6992 -3.2047 1.2832
H 1.7037 -1.8154 2.3471
H 0.3179 -2.1804 1.6316
H 0.9703 -1.4338 -1.5128
H 2.5905 -2.3172 -1.5339
H 1.0189 -2.9517 -0.8523
H -1.7403 0.7494 -1.5808
H -1.0543 2.3092 -0.9804
H -0.3543 0.8119 -0.3039
H -4.2799 1.5954 0.9387
H -3.8486 2.7287 -0.3580
H -4.0656 1.2211 -0.8368
H 4.1806 3.2302 0.7005
H -1.9335 1.5875 1.3094
```

Total energy (eV): -11978.86394
Net charge: +1
Molar mass (g/mol): 142.2
Kohn-Sham gap (eV): 6.9
Energy above the lowest of the compared OMol25 structures with the same formula, charge and spin (kJ/mol): 437.5
E_LUMO (eV): -4.18
Max |F| (Eh/bohr): 0.1182
E_HOMO (Ha): -0.40762

Atomic partial charges in e from the Mulliken method, atoms 1 to 6: C 0.35; C 0.07; C -0.63; C -0.89; C -1.19; C -0.41

Entry 6:
Here is a 2-piece molecular cluster, C13H21F10NO6PS overall at a distorted geometry from the OMol25 dataset. Energies are from ωB97M-V/def2-TZVPD.

Geometry as XYZ:
```
53
Properties=species:S:1:pos:R:3
C -1.1397 -1.3672 3.7265
C -2.0213 -0.6578 2.6472
C -1.3663 -0.6374 1.2135
N -0.1802 0.2106 1.3063
C 0.5278 0.4639 0.1044
S -0.6065 0.9819 -1.3300
O -1.3289 -0.1306 -1.9235
O -1.5720 1.8365 -0.6901
C 0.2395 2.0794 -2.5826
F 0.5053 3.2804 -2.1177
F 1.3000 1.5279 -3.1901
F -0.6723 2.2672 -3.5386
O 1.0892 1.7840 0.4050
C 2.3810 1.9956 -0.0535
O 3.0472 2.9109 0.1310
O 2.6876 0.8477 -0.7380
C 1.8749 -0.2567 -0.2314
C 2.8138 -0.8226 0.8924
C 2.7134 -0.2095 2.3123
F 1.8910 -1.0522 3.0875
C 1.9713 -1.2585 -1.4200
C 0.9896 -2.4664 -1.4341
C 0.7376 -3.1986 -0.0838
C -0.5579 -4.0717 -0.1155
O -1.6987 -3.4134 -0.6571
H -1.7808 -1.8123 4.5189
H -0.4942 -0.6100 4.2082
H -0.5670 -2.1850 3.2525
H -2.0747 0.4195 2.9400
H -3.0699 -1.0066 2.6199
H -2.1751 -0.2817 0.5480
H -1.1818 -1.6967 0.9676
H -0.3069 1.0464 1.8658
H 3.8464 -0.6117 0.5386
H 2.7825 -1.9215 1.0174
H 3.7242 -0.2407 2.7671
H 2.3225 0.8189 2.3706
H 3.0037 -1.6754 -1.3934
H 1.9049 -0.7655 -2.4132
H 1.4440 -3.2281 -2.1134
H 0.0481 -2.1792 -1.9478
H 0.7607 -2.5316 0.8039
H 1.5798 -3.9141 0.0813
H -0.8340 -4.3653 0.9167
H -0.3394 -4.9862 -0.7078
H -1.6759 -3.4651 -1.6214
F -1.8060 5.1387 -3.3004
P -2.9353 4.9357 -2.1324
F -2.1202 3.5769 -1.7394
F -3.8383 6.1646 -1.5475
F -4.1182 3.9512 -1.5876
F -3.8319 5.0734 -3.4921
F -1.8928 5.7082 -1.1401
```

Total energy (eV): -74898.47012
Net charge: -1
Molar mass (g/mol): 540.3
Kohn-Sham gap (eV): 9.4
E_LUMO (eV): 2.11
Max |F| (Eh/bohr): 0.1070
E_HOMO (Ha): -0.26899

Atomic partial charges in e from the Mulliken method, atoms 1 to 6: C -0.82; C -1.09; C 0.29; N 0.36; C -1.06; S 1.44